122
Properties=species:S:1:pos:R:3 method="wB97M-V/def2-TZVPD" fmax_ev_per_a=4.933 smiles=COC[C@H](N)c1ccncc1.c1ccncc1.c1ccncc1.c1ccncc1.c1ccncc1.c1ccncc1.c1ccncc1.c1ccncc1.c1ccncc1.c1ccncc1 e_homo_ev=-8.917
C 0.3032 -0.3580 -3.7637
O 0.5510 0.8165 -4.5760
C 1.7745 1.4877 -4.2139
C 1.5633 2.7678 -3.2638
N 1.9709 4.0074 -3.9918
C 2.2747 2.6236 -1.8432
C 3.1719 3.7407 -1.1917
C 3.7269 3.4187 0.2029
N 3.5909 2.2733 1.0183
C 2.8117 1.2237 0.4702
C 2.1699 1.3734 -0.9136
H -0.5782 -0.1241 -3.0744
H -0.0632 -1.1859 -4.4830
H 1.2160 -0.7695 -3.2204
H 2.5580 0.8196 -3.7170
H 2.2513 1.8840 -5.1892
H 0.4293 2.8612 -3.0853
H 3.0033 4.0322 -3.9962
H 1.5816 4.8504 -3.5461
H 3.3582 4.7365 -1.7253
H 4.3578 4.2653 0.6669
H 2.6624 0.2777 1.1006
H 1.5596 0.4813 -1.3034
N 5.4735 -1.9131 1.4935
C 5.8069 -3.1056 2.0130
C 5.6145 -3.4491 3.3418
C 5.0481 -2.5062 4.1876
C 4.6958 -1.2651 3.6783
C 4.9256 -1.0199 2.3340
H 6.2491 -3.8073 1.3129
H 5.9004 -4.4282 3.7060
H 4.8824 -2.7367 5.2349
H 4.2520 -0.5058 4.3110
H 4.6642 -0.0659 1.8883
N -3.5770 0.2592 -0.2899
C -3.8357 -0.9491 0.2372
C -3.9311 -2.1119 -0.5111
C -3.7535 -2.0257 -1.8847
C -3.4870 -0.7898 -2.4556
C -3.4078 0.3135 -1.6214
H -3.9699 -0.9652 1.3143
H -4.1394 -3.0605 -0.0320
H -3.8218 -2.9132 -2.5047
H -3.3437 -0.6865 -3.5235
H -3.1978 1.3011 -2.0206
N -4.1147 -2.0834 -5.4053
C -5.0685 -1.9475 -6.3405
C -5.0310 -2.5722 -7.5765
C -3.9440 -3.3828 -7.8695
C -2.9427 -3.5395 -6.9219
C -3.0749 -2.8747 -5.7139
H -5.8960 -1.3014 -6.0661
H -5.8306 -2.4283 -8.2919
H -3.8778 -3.8879 -8.8270
H -2.0799 -4.1641 -7.1172
H -2.3197 -2.9684 -4.9392
N -7.4323 -0.2534 -10.0748
C -6.9976 -1.4024 -10.6156
C -6.0317 -1.4717 -11.6066
C -5.4828 -0.2855 -12.0718
C -5.9153 0.9168 -11.5316
C -6.8839 0.8792 -10.5414
H -7.4592 -2.3022 -10.2212
H -5.7169 -2.4283 -12.0048
H -4.7251 -0.2980 -12.8477
H -5.5092 1.8613 -11.8712
H -7.2519 1.7926 -10.0853
N -4.3199 -1.3952 3.7756
C -3.4052 -0.5577 4.2908
C -3.6446 0.2754 5.3716
C -4.9020 0.2481 5.9549
C -5.8673 -0.6064 5.4417
C -5.5286 -1.4027 4.3607
H -2.4382 -0.5697 3.7985
H -2.8677 0.9293 5.7469
H -5.1285 0.8866 6.8020
H -6.8598 -0.6530 5.8723
H -6.2478 -2.0897 3.9264
N 3.3132 1.0401 6.1745
C 2.1270 0.4208 6.2871
C 0.9444 1.0704 6.6019
C 0.9856 2.4400 6.8177
C 2.1983 3.1051 6.7097
C 3.3244 2.3655 6.3867
H 2.1467 -0.6504 6.1124
H 0.0151 0.5194 6.6768
H 0.0812 2.9842 7.0674
H 2.2672 4.1735 6.8720
H 4.2950 2.8409 6.2872
N 7.3182 2.7122 -2.0434
C 8.5922 2.2961 -2.1233
C 9.2708 1.6853 -1.0810
C 8.5983 1.4947 0.1178
C 7.2816 1.9169 0.2287
C 6.6904 2.5140 -0.8729
H 9.0761 2.4699 -3.0790
H 10.2987 1.3672 -1.2030
H 9.0957 1.0214 0.9575
H 6.7263 1.7845 1.1493
H 5.6612 2.8572 -0.8356
N 3.1461 -3.8881 7.2431
C 2.3375 -4.6221 6.4586
C 2.0488 -5.9583 6.6857
C 2.6291 -6.5785 7.7821
C 3.4690 -5.8455 8.6072
C 3.6922 -4.5137 8.2981
H 1.9105 -4.0941 5.6120
H 1.3873 -6.5002 6.0214
H 2.4283 -7.6235 7.9919
H 3.9391 -6.2980 9.4714
H 4.3384 -3.8982 8.9158
N -3.3275 2.8384 3.3391
C -3.5814 3.0406 2.0353
C -3.8600 4.2834 1.4883
C -3.8827 5.3829 2.3338
C -3.6258 5.2019 3.6853
C -3.3541 3.9198 4.1341
H -3.5554 2.1499 1.4147
H -4.0547 4.3883 0.4284
H -4.0981 6.3717 1.9434
H -3.6357 6.0377 4.3739
H -3.1435 3.7282 5.1821